C18H23FN2O2S4 in the gas phase, computed with ωB97M-V/def2-TZVPD.

Output
Relative energy (zero: lowest compared OMol25 entry of this formula, charge and spin): 0.5 kJ/mol
Orbital gap: 8.61 eV
SMILES: Fc1c(CSC(=S)N2CCOCC2)cccc1CSC(=S)N1CCOCC1
Charge: 0
E_HOMO: -8.12 eV
E: -72172.642 eV
LUMO level: 0.5 eV

Structure (XYZ):
```
50
C18H23FN2O2S4 | OMol25 | ωB97M-V/def2-TZVPD
F -0.60352 -0.18335 -2.52882
C 0.57177 -0.82628 -2.34676
C 0.61108 -2.21043 -2.46521
C -0.62061 -3.01336 -2.72036
S -1.23215 -3.66530 -1.11436
C -2.37190 -2.34625 -0.68934
S -3.47282 -1.83721 -1.79218
N -2.30561 -1.90450 0.57178
C -3.13445 -0.79770 1.00572
C -2.28121 0.47363 1.00396
O -1.15836 0.32321 1.84986
C -0.35978 -0.76612 1.45001
C -1.16371 -2.07419 1.44511
C 1.83557 -2.84086 -2.26864
C 2.97039 -2.10926 -1.97794
C 2.90490 -0.73102 -1.87507
C 1.70059 -0.06488 -2.05852
C 1.62433 1.42541 -1.98767
S 0.55183 2.08959 -0.65629
C 1.64798 2.13796 0.73790
S 3.06758 1.30281 0.72789
N 1.24624 2.88951 1.76558
C 2.03087 3.01319 2.97707
C 1.15839 2.65277 4.18249
O 0.01598 3.47240 4.23711
C -0.76221 3.30625 3.07514
C 0.03420 3.67703 1.81632
H -0.40907 -3.88699 -3.33362
H -1.43638 -2.43182 -3.15149
H -3.98251 -0.68961 0.32988
H -3.48883 -1.00978 2.01866
H -2.84802 1.32210 1.38957
H -1.95468 0.68910 -0.02293
H 0.46849 -0.82361 2.15800
H 0.04303 -0.59181 0.44139
H -0.53937 -2.89931 1.10655
H -1.53161 -2.28712 2.45322
H 1.88255 -3.91693 -2.34222
H 3.91292 -2.61248 -1.82958
H 3.79139 -0.16244 -1.64375
H 2.61310 1.85588 -1.83591
H 1.16432 1.83219 -2.89012
H 2.89701 2.35403 2.91609
H 2.36896 4.05164 3.07111
H 1.70667 2.81849 5.11076
H 0.86013 1.59594 4.11304
H -1.62407 3.96612 3.18311
H -1.09388 2.26286 2.99229
H -0.57311 3.50085 0.93007
H 0.31261 4.73741 1.86319
```

***

A gas-phase ion, C3H6N3S2 (charge -1) at a distorted geometry, computed with ωB97M-V/def2-TZVPD.

Output
Relative energy (zero: lowest compared OMol25 entry of this formula, charge and spin): 0.0 kJ/mol
Orbital gap: 6.35 eV
SMILES: [S-]SN1CCCN=N1
Charge: -1
E_HOMO: -2.68 eV
E: -29346.983 eV
LUMO level: 3.7 eV

Structure (XYZ):
```
14
C3H6N3S2 | OMol25 | ωB97M-V/def2-TZVPD
S -3.65793 -1.40537 0.22750
S -2.96909 0.45948 0.21752
N -1.05398 0.66014 -0.12395
C -0.48855 -0.62297 0.07310
C 0.95424 -0.61486 -0.24596
C 1.57296 0.71025 0.15020
N 0.84619 1.83082 -0.26285
N -0.39923 1.75800 -0.33548
H -0.98803 -1.28508 -0.66893
H -0.51011 -0.80707 1.21213
H 1.08196 -0.61107 -1.43959
H 1.37856 -1.36546 0.39918
H 1.66815 0.66563 1.21845
H 2.56487 0.62755 -0.42131
```

***

A molecular structure, C25H47N2O3PReS at a distorted geometry, computed with ωB97M-V/def2-TZVPD.

Output
Relative energy (zero: lowest compared OMol25 entry of this formula, charge and spin): 74.0 kJ/mol
Orbital gap (spin up / spin down): 6.30 / 6.62 eV
Charge: +2
E_HOMO (spin up / spin down): -14.05 / -13.99 eV
Spin multiplicity: 2
E: -58050.787 eV
LUMO level (spin up / spin down): -7.7 / -7.4 eV

Structure (XYZ):
```
80
C25H47N2O3PReS | OMol25 | ωB97M-V/def2-TZVPD
Re -0.19035 -0.34500 -0.17456
C -3.58973 2.09545 0.28602
C -2.11095 2.35140 -0.00673
C -1.87698 3.78990 -0.39434
O -1.59826 1.43058 -1.02422
C -1.34431 1.98094 1.22201
O -1.15224 2.70340 2.13700
O -0.91605 0.63477 1.25879
H -4.17522 2.15460 -0.63674
H -3.95328 2.86525 0.97125
H -3.75418 1.11826 0.75198
H -2.58350 4.08708 -1.17704
H -0.86257 3.93042 -0.76090
H -2.03057 4.43399 0.47469
H -2.02901 1.59425 -1.86609
C 0.98417 -1.89211 0.55717
C 1.96490 -1.56948 1.67639
C 1.54222 -1.63819 2.99839
C 2.45519 -1.50715 4.04641
C 3.79594 -1.30504 3.76998
C 4.21762 -1.19737 2.45158
C 3.30165 -1.32045 1.41138
H 0.29353 -2.66751 0.88912
H 1.51396 -2.25419 -0.33934
H 0.49068 -1.83869 3.21762
H 2.11854 -1.59258 5.07531
H 4.51765 -1.24779 4.58066
H 5.26995 -1.04800 2.23014
H 3.64215 -1.26513 0.37756
C -1.85580 -4.31231 0.34195
C -2.54213 -3.06263 -0.23260
C -3.04511 -2.16607 0.93009
P -1.48350 -2.09431 -1.39562
C -2.63316 -1.51292 -2.71078
C -1.89902 -0.62622 -3.72996
C -3.86273 -0.82156 -2.09762
C -0.28783 -3.21020 -2.21877
C -0.99320 -4.21557 -3.13338
C 0.83318 -2.44173 -2.96986
H -2.62055 -4.92074 0.83158
H -1.11459 -4.05421 1.10347
H -1.37803 -4.94059 -0.41157
H -3.38591 -3.36609 -0.84854
H -2.23288 -1.60540 1.39312
H -3.48034 -2.79395 1.71128
H -3.81344 -1.45486 0.61430
H -2.96996 -2.42244 -3.20423
H -1.23601 0.10030 -3.25186
H -2.62963 -0.07956 -4.33575
H -1.29084 -1.21351 -4.42000
H -4.42662 -0.31831 -2.88818
H -3.58967 -0.08104 -1.34780
H -4.53975 -1.53849 -1.62862
H 0.16783 -3.74847 -1.39114
H -1.42746 -3.72517 -4.00922
H -1.78338 -4.77219 -2.62318
H -0.25949 -4.94102 -3.49350
H 0.60568 -2.35281 -4.03094
H 1.78033 -2.98008 -2.88324
H 1.00483 -1.43649 -2.60093
C 3.75969 2.93348 3.49471
C 2.26745 2.84786 3.17806
N 1.93238 1.90752 2.08200
C 2.09651 2.19147 0.82015
S 1.63448 1.17578 -0.57408
N 2.70384 3.32687 0.50507
C 3.08948 3.81231 -0.85420
C 1.99119 4.56911 -1.57927
H 3.92368 3.67751 4.27901
H 4.35497 3.22589 2.62322
H 4.13104 1.97711 3.84596
H 1.85835 3.82911 2.92261
H 1.71277 2.49898 4.04390
H 1.53237 1.02534 2.33102
H 2.92305 3.93732 1.27663
H 3.41540 2.95986 -1.44009
H 3.95114 4.45444 -0.70371
H 1.15396 3.90877 -1.80554
H 2.38152 4.95221 -2.52799
H 1.63495 5.41610 -0.98944
```

***

A molecular structure, C26H35CrGe2N4O6S2Se, computed with ωB97M-V/def2-TZVPD.

Output
Relative energy (zero: lowest compared OMol25 entry of this formula, charge and spin): 0.0 kJ/mol
Orbital gap (spin up / spin down): 7.05 / 7.48 eV
Charge: 0
E_HOMO (spin up / spin down): -8.04 / -7.96 eV
Spin multiplicity: 2
E: -274242.749 eV
LUMO level (spin up / spin down): -1.0 / -0.5 eV

Structure (XYZ):
```
77
C26H35CrGe2N4O6S2Se | OMol25 | ωB97M-V/def2-TZVPD
Cr -1.46786 -0.42238 0.06624
O -1.22706 -1.94836 2.96368
S -2.50309 -1.41769 2.54333
O -3.66462 -1.88466 3.21535
O -2.61433 -1.56849 1.01221
C -2.24967 0.35679 2.73584
C -1.58170 0.67300 3.91970
C -1.11470 1.95226 4.14029
C -1.26408 2.93072 3.16177
C -1.94488 2.63800 2.00080
C -2.46364 1.35745 1.77423
S -3.73926 1.28239 0.48072
O -4.17966 2.62411 0.24722
O -4.70013 0.32492 0.93416
O -2.91595 0.76765 -0.69259
H -1.41406 -0.10434 4.65296
H -0.61821 2.18612 5.07315
H -0.87652 3.92739 3.32774
H -2.13778 3.39544 1.25208
N 0.69762 1.48293 0.20135
N -0.00896 0.74536 -0.81117
H 1.20303 2.24362 -0.24287
H 1.36404 0.84843 0.62482
H 0.62042 0.26129 -1.45141
H -0.52841 1.45270 -1.36259
C -0.18301 6.19254 -0.68004
N 0.03388 5.89924 -2.08387
C 0.77693 6.66160 -2.96452
C 0.70170 6.05933 -4.16712
N -0.08797 4.93671 -4.01010
C -0.42960 3.99396 -5.05876
C -0.49679 4.83048 -2.72360
Se -1.59881 3.54372 -1.99188
H 0.11133 7.22228 -0.49270
H 0.40281 5.52025 -0.05331
H -1.23628 6.05497 -0.44536
H 1.27882 7.56120 -2.65814
H 1.12865 6.32791 -5.11620
H -0.43617 4.51704 -6.01217
H -1.41460 3.58493 -4.84873
H 0.29137 3.17721 -5.09084
C 1.82395 -1.31533 3.72791
Ge 2.26646 -1.86524 1.90246
C 3.42595 -0.43326 1.17957
C 3.41226 -3.46143 1.96664
Ge 0.29410 -2.18782 0.51443
C 0.93717 -2.25433 -1.39205
C 2.22647 -2.57086 -1.82104
C 2.55166 -2.62838 -3.17082
C 1.58729 -2.37469 -4.13646
C 0.29377 -2.06010 -3.74407
C -0.00984 -2.00246 -2.38981
C -0.43458 -3.98965 0.74655
C -0.14543 -4.72899 1.89093
C -0.71842 -5.97557 2.10166
C -1.60766 -6.49507 1.17273
C -1.91343 -5.76625 0.03200
C -1.33198 -4.52419 -0.17490
H 2.74042 -1.10623 4.28280
H 1.25825 -2.08816 4.24685
H 1.20628 -0.41659 3.70378
H 4.42959 -0.56854 1.58728
H 3.09341 0.55696 1.49758
H 3.50033 -0.45509 0.09099
H 4.28785 -3.22681 2.57568
H 3.75439 -3.75249 0.97355
H 2.90232 -4.31451 2.41123
H 3.00029 -2.78372 -1.09099
H 3.56202 -2.87712 -3.47160
H 1.84037 -2.42713 -5.18749
H -0.47370 -1.86843 -4.48335
H -1.04893 -1.77050 -2.12598
H 0.52317 -4.32727 2.64358
H -0.48116 -6.53371 2.99871
H -2.06905 -7.45967 1.34142
H -2.61416 -6.16039 -0.69317
H -1.58215 -3.97501 -1.07627
```

***

7 unconnected molecules or ions with the total composition C43H96N5O7 at a distorted geometry, computed with ωB97M-V/def2-TZVPD.

Output
Relative energy (zero: lowest compared OMol25 entry of this formula, charge and spin): 0.0 kJ/mol
Orbital gap: 5.25 eV
Charge: +3
E_HOMO: -11.49 eV
E: -67903.599 eV
LUMO level: -6.2 eV

Structure (XYZ):
```
151
C43H96N5O7 | OMol25 | ωB97M-V/def2-TZVPD
C -0.59672 2.59548 -11.44343
C -1.09122 3.46527 -10.23586
C -0.69374 4.92472 -10.26537
N -1.68443 5.95006 -9.60331
C -3.10606 5.84790 -10.19265
C -4.01218 7.01802 -9.77463
C -3.37295 8.36375 -10.14643
C -2.01409 8.48435 -9.39264
C -1.00717 7.36705 -9.75610
C -1.75138 5.65630 -8.10832
H -0.96946 1.57791 -11.56060
H 0.49251 2.57897 -11.40579
H -0.96532 3.12958 -12.31920
H -0.93366 3.09819 -9.22170
H -2.17921 3.42821 -10.29064
H -0.71017 5.16614 -11.32817
H 0.35035 5.12461 -10.02453
H -3.03872 5.71587 -11.27253
H -3.62302 5.01352 -9.71865
H -4.90688 6.83603 -10.37001
H -4.28704 6.92241 -8.72419
H -3.25740 8.54791 -11.21453
H -4.15689 9.08728 -9.92271
H -1.59640 9.45946 -9.64322
H -2.01000 8.58254 -8.30708
H -0.88205 7.34768 -10.83872
H -0.02606 7.35564 -9.28134
H -2.37453 6.46305 -7.72238
H -0.76547 5.76694 -7.65683
H -2.14860 4.65424 -7.94651
C -1.25548 0.06015 -7.75630
C -2.16339 -0.08994 -9.01851
C -1.56467 -1.25356 -9.83642
N -2.44800 -1.83399 -10.88963
C -1.52798 -2.94228 -11.40513
C -2.40564 -3.86937 -12.31297
C -3.57341 -4.49819 -11.68397
C -4.51047 -3.42101 -11.16354
C -3.73406 -2.41397 -10.19655
C -2.86711 -0.75113 -11.95000
H -0.18687 -0.13129 -7.85388
H -1.58958 -0.60197 -6.95751
H -1.25927 1.06106 -7.32471
H -2.16978 0.84107 -9.58533
H -3.23246 -0.21423 -8.84608
H -1.22669 -1.99120 -9.10858
H -0.61769 -0.86633 -10.21242
H -1.36732 -3.53795 -10.50653
H -0.62116 -2.62907 -11.92249
H -1.72624 -4.60427 -12.74475
H -2.59563 -3.30612 -13.22662
H -3.14727 -5.05167 -10.84721
H -4.12391 -5.25233 -12.24639
H -5.29401 -3.88537 -10.56476
H -4.99354 -2.89476 -11.98683
H -3.41647 -2.85487 -9.25164
H -4.43686 -1.60148 -10.01208
H -3.13593 0.24451 -11.59709
H -3.63524 -1.27425 -12.51957
H -1.96165 -0.45097 -12.47741
C -4.55374 -0.76453 -5.88232
C -5.34082 -1.45225 -4.70236
C -4.39948 -1.84421 -3.54608
N -5.05367 -2.40447 -2.26817
C -3.94266 -3.03919 -1.37059
C -3.03260 -1.97070 -0.73729
C -3.99721 -1.01596 -0.01021
C -5.10532 -0.35453 -0.82412
C -5.96346 -1.45045 -1.48316
C -6.02697 -3.51025 -2.65473
H -5.24999 -0.48519 -6.67308
H -3.88298 -1.43031 -6.42538
H -3.95692 0.10323 -5.60144
H -5.89596 -2.33652 -5.01536
H -6.05595 -0.73343 -4.30237
H -3.75644 -1.04209 -3.18384
H -3.78502 -2.65599 -3.93536
H -3.43365 -3.75063 -2.02087
H -4.32537 -3.55317 -0.48886
H -2.52552 -1.40209 -1.51681
H -2.25763 -2.44074 -0.13183
H -3.33271 -0.26703 0.42066
H -4.48037 -1.43173 0.87397
H -4.78134 0.28329 -1.64652
H -5.64970 0.44059 -0.31468
H -6.71120 -0.99495 -2.13238
H -6.44081 -1.98868 -0.66430
H -6.95468 -3.18104 -3.12278
H -6.19154 -4.13162 -1.77444
H -5.53883 -4.14507 -3.39421
C -7.18923 2.17612 -2.79856
C -8.12256 3.24069 -3.37123
C -7.44423 4.09075 -4.51163
N -8.41544 5.10053 -5.15958
C -7.67838 5.90023 -6.25957
C -6.69239 6.91913 -5.68065
C -7.26215 7.74918 -4.53282
C -8.21736 7.02296 -3.51654
C -9.17750 6.13560 -4.18082
C -9.57455 4.38737 -5.95861
H -7.00744 1.42012 -3.56244
H -7.51302 1.75425 -1.84710
H -6.22096 2.61518 -2.55817
H -8.48287 3.80046 -2.50813
H -9.08919 2.86890 -3.71109
H -7.22209 3.45948 -5.37200
H -6.48699 4.51690 -4.21131
H -7.19962 5.13639 -6.87231
H -8.39575 6.41630 -6.89767
H -5.78199 6.41853 -5.35100
H -6.44473 7.68595 -6.41466
H -6.53496 8.40913 -4.05980
H -7.97450 8.41460 -5.02054
H -7.62615 6.50048 -2.76449
H -8.70322 7.81347 -2.94459
H -9.79197 5.57950 -3.47282
H -9.76193 6.84942 -4.76134
H -10.11576 3.85645 -5.17546
H -9.05589 3.82054 -6.73178
H -10.18588 5.20181 -6.34728
C -5.48940 1.21851 -10.29207
N -6.91191 1.77827 -10.37046
C -7.88676 0.70101 -9.82857
C -6.97651 2.93761 -9.38021
C -7.40236 2.30839 -11.74154
C -6.20916 3.01766 -12.65639
O -5.75100 4.20667 -12.03931
H -5.45695 0.43794 -11.05218
H -5.44537 0.89490 -9.25215
H -4.81220 2.06373 -10.41494
H -7.68449 0.49072 -8.77835
H -7.84470 -0.13933 -10.52150
H -8.87845 1.14054 -9.93565
H -6.31281 3.76648 -9.62629
H -6.54574 2.44197 -8.51022
H -8.01895 3.21782 -9.22886
H -8.26092 2.94863 -11.53885
H -7.84786 1.46623 -12.27107
H -6.60600 3.16542 -13.66077
H -5.40528 2.30075 -12.82345
H -6.47260 4.83540 -11.96454
O -4.12358 3.03353 -5.73780
C -4.21221 3.48592 -6.95316
O -3.72747 2.69705 -7.76054
O -4.73792 4.53320 -7.24718
H -3.74134 2.26274 -6.16369
O -2.97811 2.38860 -2.90701
C -2.12640 1.38939 -2.97081
O -1.99375 0.84355 -4.10666
O -1.45893 1.01110 -2.00447
H -3.32302 2.21868 -3.78665
```